Here is C27H52N3O2P2Ti as an isolated structure at a distorted geometry from the OMol25 dataset. Energies are from ωB97M-V with the def2-TZVPD basis set.

Last column: Mulliken charge in e.
Element x y z (Å)
Ti1 -0.3494 -0.0044 -0.0077  -1.92
P1 -0.0424 -2.4029 -0.3665  1.20
P2 -0.0439 2.4195 -0.1201  1.21
N1 0.2283 0.0959 -1.9327  0.61
C1 0.0407 -2.3672 -2.2034  -0.90
H1 0.5681 -3.2504 -2.5903  0.38
H2 -0.9844 -2.4249 -2.5932  0.62
C2 0.6965 -1.0728 -2.6778  -1.12
H3 1.8013 -1.1866 -2.6696  0.31
H4 0.4406 -0.9256 -3.7425  0.58
C3 0.6936 1.3363 -2.5549  -1.06
H5 0.4372 1.2998 -3.6288  0.57
H6 1.7981 1.4496 -2.5343  0.31
C4 0.0379 2.5750 -1.9501  -0.88
H7 -0.9875 2.6741 -2.3312  0.62
H8 0.5658 3.4935 -2.2423  0.35
C5 1.4678 3.2735 0.4848  0.33
C6 1.7783 2.9555 1.9468  -0.99
H9 2.7451 3.4123 2.2011  0.53
H10 1.8515 1.8797 2.1351  0.05
H11 1.0256 3.3793 2.6224  0.24
C7 -1.6322 3.2071 0.4223  0.65
C8 -1.7485 3.2770 1.9473  -1.53
H12 -2.7734 3.5719 2.2132  0.54
H13 -1.0717 4.0193 2.3892  0.27
H14 -1.5570 2.3017 2.4134  0.25
C9 -1.6328 -3.2352 0.0963  0.65
C10 -1.7495 -3.4688 1.6057  -1.61
H15 -2.7757 -3.7874 1.8384  0.52
H16 -1.5551 -2.5526 2.1787  0.38
H17 -1.0786 -4.2600 1.9625  0.27
C11 1.4716 -3.3082 0.1466  0.30
C12 1.7818 -3.1357 1.6332  -0.99
H18 2.7471 -3.6186 1.8415  0.51
H19 1.0274 -3.6242 2.2619  0.24
H20 1.8554 -2.0834 1.9289  0.06
C13 1.5944 -0.0122 0.1149  0.57
O1 2.7768 -0.0006 -0.0162  -0.29
C14 -1.9128 4.5463 -0.2602  -1.41
H21 -1.2438 5.3395 0.0882  0.30
H22 -1.8434 4.4777 -1.3506  0.37
H23 -2.9377 4.8552 -0.0200  0.46
C15 -1.9128 -4.4971 -0.7219  -1.41
H24 -2.9377 -4.8292 -0.5157  0.46
H25 -1.8428 -4.3172 -1.7995  0.37
H26 -1.2428 -5.3212 -0.4572  0.30
C16 1.4443 -4.7831 -0.2444  -1.50
H27 2.4465 -5.1993 -0.0775  0.47
H28 0.7500 -5.3563 0.3811  0.35
H29 1.1958 -4.9447 -1.2987  0.33
C17 1.4420 4.7808 0.2465  -1.50
H30 0.7488 5.2884 0.9276  0.34
H31 2.4449 5.1759 0.4561  0.46
H32 1.1946 5.0502 -0.7856  0.35
H33 2.2807 2.8449 -0.1275  0.46
H34 2.2828 -2.8183 -0.4203  0.45
H35 -2.4031 2.4923 0.0761  0.35
H36 -2.4063 -2.4898 -0.1692  0.34
H37 -2.4398 -0.1592 -1.1143  0.31
H38 -2.6607 -0.0435 -0.3817  0.02
C18 -5.2302 -0.3255 7.2356  -1.14
C19 -3.7486 -0.4431 7.4646  -0.40
N2 -2.8891 0.1004 6.4191  0.37
C20 -2.1803 1.3303 6.7703  -0.46
C21 -1.1970 1.1293 7.9241  -0.86
C22 -2.9204 -0.4463 5.1465  0.21
O2 -3.8855 -1.0668 4.6829  -0.65
C23 -1.6515 -0.3175 4.3733  -0.06
C24 -0.4171 -0.4784 5.0423  -0.70
C25 0.7386 -0.3361 4.2844  -1.69
C26 0.6036 -0.1636 2.9058  -0.60
N3 -0.5884 -0.1033 2.2548  1.84
C27 -1.7389 -0.1826 2.9884  -1.49
H39 -5.5663 0.7061 7.1031  0.29
H40 -5.7466 -0.7615 8.0946  0.41
H41 -5.4898 -0.9051 6.3507  0.29
H42 -3.4313 0.0719 8.3704  0.17
H43 -3.5276 -1.5166 7.5721  0.33
H44 -1.6516 1.7116 5.8888  0.14
H45 -2.9467 2.0647 7.0753  0.41
H46 -0.4435 0.3699 7.6729  0.24
H47 -0.6772 2.0785 8.1003  0.39
H48 -1.7011 0.8289 8.8530  0.39
H49 -0.4155 -0.7020 6.1023  1.11
H50 1.7354 -0.3747 4.7163  0.59
H51 1.5240 -0.0760 2.3284  0.97
H52 -2.7139 -0.1344 2.4649  0.42

Cartesian forces (eV/Å) of the 2 atoms listed first:
-3.488 0.037 -0.763
1.142 -1.547 -0.632

Output
E_HOMO (spin up / spin down) (eV): -15.70 / -15.70
Maximum force (eV Å⁻¹): 8.16
Frontier orbital gap (spin up / spin down) (eV): 3.89 / 3.91
Charge: +3